Here is C25H46N3O5PRe as an isolated structure from the OMol25 dataset. Energies are from the ωB97M-V functional and the def2-TZVPD basis.

As for the expectation value of S²: 0.93. The multiplicity is 2. Its net charge is +2. The total energy is -52782.442 eV. As for the energy above the lowest of the compared OMol25 structures with the same formula, charge and spin: 52.8 kcal per mole. For the highest occupied orbital energy (spin up / spin down), the calculation gives -13.677 / -13.878 eV. Its HOMO-LUMO gap (spin up / spin down) is 6.2 / 7.0 eV.

Geometry (Å):
Re1 0.237 0.078 0.233
C1 -1.631 3.103 4.573
N1 -0.685 2.177 3.991
C2 0.512 1.949 4.779
C3 -0.843 1.542 2.845
O1 -0.016 0.712 2.426
C4 -2.082 1.821 1.987
O2 -2.202 0.822 0.989
C5 -3.114 -0.218 1.317
C6 -2.692 -1.514 0.623
O3 -1.533 -1.636 0.200
N2 -3.587 -2.484 0.488
C7 -3.198 -3.710 -0.190
C8 -4.933 -2.498 1.021
H1 -2.187 2.618 5.380
H2 -1.082 3.945 4.995
H3 -2.331 3.496 3.842
H4 0.240 1.619 5.781
H5 1.124 1.192 4.294
H6 1.079 2.877 4.851
H7 -2.985 1.870 2.597
H8 -1.936 2.776 1.471
H9 -3.108 -0.404 2.399
H10 -4.120 0.090 1.004
H11 -2.129 -3.876 -0.077
H12 -3.732 -4.550 0.242
H13 -3.441 -3.652 -1.254
H14 -5.293 -1.510 1.284
H15 -5.607 -2.925 0.276
H16 -4.965 -3.131 1.909
C9 4.019 1.263 0.846
N3 3.441 0.678 -0.338
C10 3.818 1.396 -1.529
C11 3.641 -0.754 -0.425
C12 3.022 -1.451 0.755
C13 3.801 -2.252 1.579
C14 3.244 -2.936 2.646
C15 1.885 -2.828 2.889
C16 1.108 -2.010 2.088
C17 1.658 -1.280 1.031
H17 5.114 1.172 0.854
H18 3.620 0.778 1.733
H19 3.761 2.319 0.878
H20 4.909 1.466 -1.621
H21 3.423 2.408 -1.484
H22 3.425 0.887 -2.405
H23 4.714 -0.999 -0.476
H24 3.159 -1.113 -1.339
H25 4.859 -2.344 1.390
H26 3.862 -3.548 3.282
H27 1.433 -3.370 3.703
H28 0.050 -1.938 2.316
C18 0.599 3.960 -1.257
O4 0.439 2.546 -1.057
C19 0.913 2.037 0.091
O5 1.411 2.700 0.957
H29 0.257 4.166 -2.268
H30 1.647 4.233 -1.130
H31 0.007 4.514 -0.528
C20 1.666 0.128 -4.459
C21 0.592 0.760 -3.572
P1 -0.084 -0.229 -2.156
C22 -1.915 0.130 -2.213
C23 -2.546 0.675 -3.489
C24 0.093 -2.005 -2.613
C25 -0.734 -2.425 -3.819
H32 1.426 0.317 -5.502
H33 1.748 -0.947 -4.344
H34 2.643 0.563 -4.277
H35 -0.282 0.977 -4.186
H36 0.943 1.710 -3.176
H37 -2.111 0.842 -1.405
H38 -2.401 -0.813 -1.950
H39 -2.261 1.709 -3.671
H40 -3.629 0.651 -3.372
H41 -2.302 0.079 -4.365
H42 -0.176 -2.580 -1.725
H43 1.154 -2.194 -2.794
H44 -1.799 -2.331 -3.627
H45 -0.531 -3.466 -4.054
H46 -0.493 -1.827 -4.694

Here is C25H46P2Ru as an isolated structure from the OMol25 dataset. Energies are from the ωB97M-V functional and the def2-TZVPD basis.

As for the expectation value of S²: 8.77. The multiplicity is 6. Its net charge is +1. The total energy is -47813.277 eV. As for the energy above the lowest of the compared OMol25 structures with the same formula, charge and spin: 142.6 kcal per mole. For the highest occupied orbital energy (spin up / spin down), the calculation gives -7.454 / -9.534 eV. Its HOMO-LUMO gap (spin up / spin down) is 5.3 / 3.8 eV.

Geometry (Å):
Ru1 -0.323 0.129 -4.032
C1 -0.727 -1.712 0.306
C2 0.648 -1.926 -0.028
C3 0.550 -0.368 1.667
C4 -0.782 -0.794 1.401
C5 1.424 -1.031 0.753
C6 -1.839 -2.567 -0.114
H1 -1.656 -3.195 -0.999
H2 -2.834 -2.083 -0.242
H3 -1.873 -3.246 0.756
C7 -1.839 -0.792 2.444
H4 -2.810 -0.971 1.962
H5 -1.848 0.189 2.951
H6 -1.669 -1.599 3.201
C8 1.042 0.264 2.916
H7 1.260 -0.465 3.742
H8 0.289 0.982 3.286
H9 1.984 0.815 2.704
C9 2.898 -0.886 0.666
H10 3.302 -1.546 1.442
H11 3.245 0.147 0.837
H12 3.297 -1.249 -0.297
C10 1.202 -2.930 -0.935
H13 1.511 -3.791 -0.264
H14 2.102 -2.559 -1.465
H15 0.461 -3.285 -1.664
C11 -1.664 1.084 -5.691
C12 -1.778 -0.321 -5.515
C13 -1.107 -1.306 -6.510
C14 0.426 -1.214 -6.476
C15 1.008 -0.473 -5.328
C16 0.984 1.071 -5.124
C17 0.561 1.821 -6.339
C18 -0.866 1.754 -6.813
H16 -1.480 -1.300 -7.564
H17 0.771 -0.679 -7.359
H18 -1.426 -2.287 -6.151
H19 -0.922 1.204 -7.763
H20 -2.508 1.711 -5.384
H21 -2.808 -0.634 -5.281
H22 -1.264 2.766 -7.056
H23 0.800 2.840 -6.089
H24 1.895 1.509 -4.754
H25 1.248 1.672 -7.178
H26 0.844 -2.238 -6.446
H27 1.664 -1.052 -4.692
P1 -1.784 1.159 -2.614
P2 1.508 1.647 -2.034
C19 -0.892 2.589 -3.385
C20 0.428 3.037 -2.726
H28 -1.739 3.243 -3.171
H29 -0.867 2.597 -4.500
H30 1.019 3.604 -3.466
H31 0.079 3.715 -1.899
C21 1.980 2.480 -0.528
H32 2.193 1.697 0.194
H33 1.243 3.166 -0.114
H34 2.907 3.000 -0.773
C22 3.026 1.125 -2.693
H35 3.540 1.924 -3.208
H36 2.892 0.277 -3.374
H37 3.660 0.805 -1.863
C23 -3.439 0.788 -2.843
H38 -3.708 -0.135 -2.310
H39 -3.754 0.808 -3.890
H40 -3.764 1.684 -2.280
C24 -1.407 -1.495 -3.101
H41 -1.108 -1.909 -2.126
H42 -1.013 -2.023 -4.047
H43 -2.482 -1.564 -3.406
C25 -1.419 1.232 -0.908
H44 -1.388 2.177 -0.389
H45 -0.423 0.734 -0.860
H46 -2.085 0.574 -0.373

Here is C25H47AsO6P2PdS2Si3 as an isolated structure from the OMol25 dataset. Energies are from the ωB97M-V functional and the def2-TZVPD basis.

Its net charge is -2. The total energy is -167178.057 eV. As for the energy above the lowest of the compared OMol25 structures with the same formula, charge and spin: 18.8 kcal per mole. For the highest occupied orbital energy, the calculation gives -0.882 eV. Its HOMO-LUMO gap is 5.1 eV.

Geometry (Å):
Pd1 0.286 -0.775 0.058
C1 -5.160 2.054 0.249
P1 -4.257 0.447 0.128
C2 -2.816 0.916 1.161
C3 -3.539 0.549 -1.572
C4 -4.115 1.445 -2.478
C5 -3.658 1.586 -3.778
C6 -2.583 0.821 -4.198
C7 -2.011 -0.085 -3.322
C8 -2.469 -0.270 -2.010
P2 -1.451 -1.449 -0.996
C9 -2.720 -2.436 -0.089
C10 -1.069 -2.747 -2.246
H1 -4.546 2.912 -0.034
H2 -5.445 2.163 1.298
H3 -6.077 2.047 -0.343
H4 -2.345 1.823 0.785
H5 -2.049 0.133 1.158
H6 -3.152 1.072 2.190
H7 -4.943 2.067 -2.166
H8 -4.128 2.302 -4.444
H9 -2.186 0.926 -5.201
H10 -1.161 -0.662 -3.662
H11 -3.551 -2.755 -0.726
H12 -3.112 -1.909 0.778
H13 -2.170 -3.307 0.272
H14 -1.938 -3.041 -2.843
H15 -0.698 -3.592 -1.664
H16 -0.243 -2.440 -2.884
O1 1.585 -0.513 2.243
S1 2.882 -0.544 1.567
O2 3.875 0.340 2.170
O3 2.752 -0.326 0.132
C11 3.572 -2.209 1.898
C12 4.476 -2.178 2.965
C13 5.110 -3.313 3.436
C14 4.861 -4.528 2.822
C15 3.971 -4.579 1.766
C16 3.303 -3.449 1.288
S2 2.107 -3.848 -0.039
O4 2.425 -5.233 -0.380
O5 2.349 -2.923 -1.126
O6 0.817 -3.707 0.623
H17 4.680 -1.222 3.422
H18 5.798 -3.237 4.270
H19 5.352 -5.434 3.159
H20 3.759 -5.514 1.268
C17 0.124 6.070 -1.235
Si1 -0.432 4.378 -0.599
C18 -1.698 4.803 0.740
C19 -1.306 3.528 -2.034
As1 1.063 2.802 0.272
Si2 1.921 4.017 2.099
C20 3.682 3.602 2.559
C21 1.859 5.902 1.921
C22 0.798 3.516 3.517
Si3 2.674 2.647 -1.446
C23 4.385 2.273 -0.798
C24 2.036 1.266 -2.530
C25 2.845 4.200 -2.516
H21 -0.774 6.596 -1.578
H22 0.816 6.004 -2.073
H23 0.586 6.673 -0.451
H24 -2.552 5.314 0.283
H25 -1.268 5.474 1.487
H26 -2.068 3.919 1.258
H27 -2.277 3.993 -2.233
H28 -1.474 2.468 -1.830
H29 -0.709 3.601 -2.947
H30 4.392 3.899 1.786
H31 3.805 2.530 2.721
H32 3.931 4.146 3.477
H33 2.399 6.234 1.032
H34 2.332 6.361 2.795
H35 0.836 6.278 1.857
H36 0.810 2.427 3.608
H37 -0.233 3.833 3.342
H38 1.137 3.950 4.464
H39 4.380 1.413 -0.130
H40 4.813 3.128 -0.270
H41 5.028 2.057 -1.659
H42 1.868 0.370 -1.926
H43 2.758 1.025 -3.318
H44 1.090 1.546 -3.003
H45 3.070 5.089 -1.921
H46 1.943 4.393 -3.098
H47 3.670 4.045 -3.219

Here is C25H47AsO6P2PdS2Si3 as an isolated structure from the OMol25 dataset. Energies are from the ωB97M-V functional and the def2-TZVPD basis.

Its net charge is -2. The total energy is -167178.872 eV. As for the energy above the lowest of the compared OMol25 structures with the same formula, charge and spin: 0.0 kcal per mole. For the highest occupied orbital energy, the calculation gives -1.017 eV. Its HOMO-LUMO gap is 5.4 eV.

Geometry (Å):
Pd1 0.582 -0.097 -1.248
C1 0.694 -3.477 -2.071
P1 -0.332 -1.960 -2.160
C2 -1.989 -2.732 -2.062
C3 -0.108 -1.620 -3.982
C4 -0.874 -2.244 -4.964
C5 -0.629 -2.035 -6.315
C6 0.411 -1.205 -6.704
C7 1.179 -0.574 -5.735
C8 0.928 -0.747 -4.377
P2 1.861 0.220 -3.070
C9 3.589 -0.153 -3.614
C10 1.693 1.890 -3.851
H1 0.424 -4.166 -2.878
H2 0.524 -3.955 -1.105
H3 1.748 -3.207 -2.157
H4 -2.106 -3.632 -2.673
H5 -2.761 -2.002 -2.311
H6 -2.107 -3.002 -1.011
H7 -1.672 -2.911 -4.663
H8 -1.243 -2.525 -7.062
H9 0.617 -1.042 -7.756
H10 1.981 0.084 -6.052
H11 3.756 0.008 -4.683
H12 3.828 -1.187 -3.365
H13 4.264 0.492 -3.047
H14 2.103 1.955 -4.864
H15 2.194 2.617 -3.209
H16 0.632 2.142 -3.875
O1 1.136 -2.750 1.354
S1 0.646 -4.063 1.746
O2 1.711 -5.002 2.072
O3 -0.376 -4.627 0.882
C11 -0.179 -3.802 3.353
C12 0.523 -4.308 4.449
C13 0.028 -4.216 5.742
C14 -1.200 -3.616 5.965
C15 -1.904 -3.099 4.892
C16 -1.400 -3.180 3.597
S2 -2.449 -2.380 2.390
O4 -2.788 -1.075 3.085
O5 -3.615 -3.211 2.241
O6 -1.681 -2.067 1.219
H17 1.469 -4.787 4.247
H18 0.602 -4.616 6.570
H19 -1.606 -3.538 6.968
H20 -2.852 -2.602 5.047
C17 -1.564 4.743 1.142
Si1 -0.959 3.656 -0.279
C18 -2.426 3.324 -1.429
C19 0.220 4.748 -1.275
As1 -0.095 1.655 0.467
Si2 -1.740 0.479 2.224
C20 -2.341 1.803 3.463
C21 -0.181 -0.191 3.010
C22 -2.985 0.469 0.818
Si3 2.008 2.243 1.280
C23 1.976 3.502 2.697
C24 3.138 2.953 -0.056
C25 2.905 0.692 1.860
H21 -2.167 5.576 0.766
H22 -0.719 5.154 1.701
H23 -2.165 4.166 1.845
H24 -2.485 4.108 -2.191
H25 -3.375 3.300 -0.891
H26 -2.310 2.363 -1.932
H27 -0.276 5.693 -1.520
H28 0.513 4.257 -2.205
H29 1.132 4.979 -0.722
H30 -1.531 2.475 3.753
H31 -2.690 1.286 4.360
H32 -3.167 2.405 3.079
H33 0.427 0.677 3.272
H34 0.394 -0.850 2.361
H35 -0.423 -0.728 3.930
H36 -3.114 1.496 0.473
H37 -3.942 0.089 1.182
H38 -2.651 -0.140 -0.021
H39 1.798 4.511 2.312
H40 2.924 3.509 3.243
H41 1.175 3.274 3.402
H42 2.776 3.873 -0.516
H43 3.248 2.203 -0.842
H44 4.125 3.148 0.377
H45 2.726 0.464 2.910
H46 3.982 0.825 1.712
H47 2.589 -0.185 1.288

Here is a 3-piece molecular cluster, C25H47BNO10 overall from the OMol25 dataset. Energies are from the ωB97M-V functional and the def2-TZVPD basis.

Its net charge is -1. The total energy is -49313.754 eV. As for the energy above the lowest of the compared OMol25 structures with the same formula, charge and spin: 164.0 kcal per mole. For the highest occupied orbital energy, the calculation gives -4.507 eV. Its HOMO-LUMO gap is 6.9 eV.

Geometry (Å):
C1 4.882 -2.548 1.961
C2 4.873 -1.075 2.750
O1 5.735 -0.138 2.298
O2 3.913 -0.856 3.846
C3 3.529 0.567 3.965
O3 4.406 1.424 4.557
C4 2.057 1.181 3.461
B1 1.754 0.811 1.889
C5 1.774 2.084 0.851
C6 2.680 1.846 -0.512
O4 4.074 1.379 -0.207
C7 1.935 0.967 -1.677
N1 1.665 -0.478 -1.326
C8 0.361 -0.079 1.662
C9 0.536 -1.726 1.627
C10 -0.802 -2.677 1.357
C11 -2.279 -1.934 1.120
C12 -2.469 -0.301 1.187
C13 -1.134 0.613 1.456
H1 5.294 -2.423 0.849
H2 5.511 -3.362 2.528
H3 3.762 -2.936 1.858
H4 2.061 2.358 3.587
H5 1.264 0.680 4.199
H6 2.639 0.082 1.542
H7 0.725 2.453 0.487
H8 2.258 2.993 1.446
H9 2.837 2.936 -0.973
H10 4.559 2.246 0.021
H11 2.680 0.946 -2.610
H12 0.961 1.520 -2.082
H13 1.259 -1.000 -2.149
H14 2.531 -0.948 -0.982
H15 1.570 -2.269 1.775
H16 -0.682 -3.855 1.342
H17 -3.250 -2.571 0.902
H18 -3.497 0.246 1.017
H19 -1.142 1.805 1.505
C14 -4.123 6.516 -2.102
O5 -3.630 6.587 -0.771
C15 -4.196 7.656 -0.015
C16 -4.448 7.225 1.434
O6 -5.531 6.302 1.604
C17 -5.335 4.978 1.085
C18 -4.268 4.157 1.824
O7 -2.958 4.623 1.498
C19 -2.077 4.628 2.608
H20 -3.643 7.277 -2.719
H21 -3.880 5.527 -2.497
H22 -5.212 6.630 -2.129
H23 -5.141 7.998 -0.455
H24 -3.484 8.486 -0.033
H25 -4.738 8.118 1.999
H26 -3.541 6.851 1.908
H27 -5.153 5.004 0.014
H28 -6.295 4.469 1.220
H29 -4.330 3.113 1.505
H30 -4.454 4.208 2.905
H31 -2.535 5.108 3.477
H32 -1.187 5.201 2.334
H33 -1.782 3.603 2.855
C20 2.993 -3.774 -3.609
O8 2.542 -4.982 -3.014
C21 2.425 -4.904 -1.594
C22 1.191 -5.671 -1.106
O9 -0.062 -5.047 -1.416
C23 -0.440 -5.019 -2.800
C24 -0.759 -6.395 -3.401
O10 0.438 -7.145 -3.607
C25 0.292 -8.521 -3.300
H34 4.070 -3.670 -3.473
H35 2.768 -3.822 -4.676
H36 2.468 -2.907 -3.194
H37 2.355 -3.863 -1.257
H38 3.328 -5.349 -1.164
H39 1.234 -5.705 -0.011
H40 1.201 -6.708 -1.439
H41 0.296 -4.481 -3.393
H42 -1.358 -4.421 -2.837
H43 -1.231 -6.263 -4.379
H44 -1.457 -6.927 -2.741
H45 -0.180 -8.663 -2.323
H46 1.288 -8.970 -3.262
H47 -0.296 -9.017 -4.078

Summary of max |F| in Eh/bohr
0.046; 0.113; 0.008; 0.010; 0.174
(order as listed above)